No. 1
Density functional theory data (ωB97M-V/def2-TZVPD) for C56H42Cl5N21O2SSiY as an isolated structure in a non-equilibrium geometry.

Total charge   -1
ΔE to the lowest compared entry with this formula, charge and spin   32.76 kcal per mole
Highest occupied orbital energy   -5.8239 eV

Last column: Löwdin charge in e.
Geometry (Å):
Y (0.5270, -0.0893, -0.2612)  1.42
S (-3.7627, -3.7748, 5.8817)  0.99
N (-2.7217, -4.4444, 4.8418)  -0.22
C (-2.4076, -3.5071, 3.9659)  -0.30
C (-1.4955, -3.6578, 2.8419)  -0.08
C (-0.9400, -4.8787, 2.4595)  0.01
C (-0.1040, -4.9079, 1.3697)  -0.02
C (0.1987, -3.7055, 0.7308)  -0.14
N (-0.3219, -2.5466, 1.0814)  0.08
C (-1.1900, -2.5243, 2.0908)  -0.16
C (-1.9131, -1.2541, 2.3014)  -0.15
N (-1.6933, -0.2702, 1.4165)  0.07
C (-2.4598, 0.8117, 1.4777)  -0.13
C (-3.4270, 1.0162, 2.4586)  -0.03
C (-3.6122, 0.0400, 3.4076)  0.01
C (-2.8583, -1.1289, 3.3201)  -0.08
C (-3.0591, -2.2652, 4.2103)  -0.30
N (-3.8547, -2.2838, 5.2637)  -0.22
H (-1.1892, -5.7730, 3.0163)  0.12
H (0.3394, -5.8301, 1.0190)  0.12
H (0.9000, -3.6693, -0.0875)  0.09
H (-2.2931, 1.5465, 0.7048)  0.08
H (-4.0126, 1.9255, 2.4560)  0.11
H (-4.3454, 0.1379, 4.1982)  0.12
C (-1.4259, 5.9482, -2.0642)  -0.07
N (-1.4260, 4.8519, -1.0991)  -0.12
C (-0.8765, 3.6456, -1.2487)  -0.13
N (-0.8393, 3.0079, -0.0966)  0.08
C (-1.3984, 3.9134, 0.7542)  -0.22
N (-1.7536, 5.0539, 0.2006)  0.11
C (-0.0055, 6.4310, -2.2537)  -0.20
C (0.6665, 6.3778, -3.4658)  -0.03
C (2.0317, 6.6457, -3.5151)  -0.07
C (2.7398, 6.9197, -2.3570)  -0.02
C (2.0620, 6.9893, -1.1455)  -0.14
C (0.6924, 6.7751, -1.1072)  0.02
C (2.7063, 7.0326, 0.1743)  -0.31
N (2.1968, 7.4976, 1.2604)  0.11
N (2.9295, 6.9265, 2.3041)  0.12
C (3.8177, 6.1809, 1.7475)  -0.31
O (3.7734, 6.2325, 0.3955)  0.13
C (4.5975, 5.1147, 2.3915)  -0.14
C (5.9693, 4.9455, 2.2455)  -0.01
C (6.5812, 3.8476, 2.8267)  -0.07
C (5.8260, 2.9017, 3.5110)  -0.03
C (4.4555, 3.0592, 3.6400)  -0.19
C (3.6117, 2.0268, 4.3434)  -0.07
N (2.4273, 1.6551, 3.5785)  -0.11
C (2.3507, 1.1110, 2.3684)  -0.18
N (1.0836, 0.9154, 2.0387)  0.03
C (0.4166, 1.3733, 3.1365)  -0.21
N (1.1810, 1.8424, 4.0923)  0.12
C (3.8495, 4.1793, 3.0922)  0.03
H (-2.0535, 6.7243, -1.6324)  0.13
H (-1.8712, 5.6044, -2.9959)  0.13
H (-0.5236, 3.2858, -2.2032)  0.12
H (-1.5186, 3.7389, 1.8135)  0.10
H (0.1413, 6.0755, -4.3649)  0.11
H (2.5561, 6.5769, -4.4588)  0.10
H (3.8154, 7.0376, -2.3876)  0.12
H (0.1931, 6.7755, -0.1460)  0.12
H (6.5483, 5.6608, 1.6742)  0.12
H (7.6482, 3.7044, 2.7164)  0.10
H (6.3061, 2.0177, 3.9154)  0.11
H (3.2296, 2.4172, 5.2847)  0.13
H (4.1954, 1.1334, 4.5558)  0.11
H (3.2132, 0.8739, 1.7687)  0.11
H (-0.6571, 1.3679, 3.2309)  0.09
H (2.7762, 4.3114, 3.1615)  0.13
Cl (2.4872, -1.2035, -2.4864)  0.76
C (1.0414, -2.1794, -2.6547)  -0.67
C (0.0136, -1.9087, -1.7707)  -0.32
C (-1.1503, -2.6274, -2.0269)  -0.69
Cl (-2.5692, -2.3604, -1.0284)  0.67
C (-1.2634, -3.5867, -3.0324)  -0.70
Cl (-2.7326, -4.4712, -3.2688)  0.64
C (-0.1707, -3.8450, -3.8589)  -0.71
Cl (-0.2711, -5.0437, -5.0998)  0.65
C (1.0008, -3.1218, -3.6786)  -0.70
Cl (2.3653, -3.3875, -4.7064)  0.67
N (1.5793, 1.7893, -3.2268)  0.12
C (0.2751, 1.3187, -3.2683)  -0.55
N (-0.4814, 1.3825, -4.3445)  0.03
N (-1.6769, 0.8927, -3.9293)  -0.08
N (-1.6235, 0.5615, -2.6886)  -0.06
N (-0.3730, 0.8179, -2.2194)  -0.13
C (2.0993, 2.2916, -2.0456)  -0.51
N (2.8284, 3.3915, -1.9978)  0.06
N (3.0919, 3.5515, -0.6814)  -0.04
N (2.5457, 2.6110, 0.0014)  -0.05
N (1.9028, 1.7522, -0.8401)  -0.08
H (1.8598, 2.2955, -4.0514)  0.13
C (2.7132, -3.6815, 2.7138)  -0.10
C (3.8815, -2.6912, 2.6440)  -0.58
C (3.6683, -1.6382, 3.7333)  -0.09
C (5.1653, -3.4802, 2.9424)  -0.09
Si (3.8082, -1.8744, 0.9109)  0.45
O (2.3322, -1.3391, 0.5845)  -0.44
C (4.4442, -3.2150, -0.2835)  -0.21
C (3.5865, -4.0406, -1.0144)  -0.11
C (4.0605, -5.0389, -1.8568)  -0.10
C (5.4279, -5.2369, -1.9913)  -0.10
C (6.3071, -4.4257, -1.2861)  -0.09
C (5.8177, -3.4300, -0.4495)  -0.10
C (5.1188, -0.5012, 0.7249)  -0.22
C (6.3038, -0.3649, 1.4609)  -0.11
C (7.2609, 0.5897, 1.1345)  -0.11
C (7.0448, 1.4613, 0.0760)  -0.10
C (5.8642, 1.3765, -0.6477)  -0.07
C (4.9264, 0.4041, -0.3276)  -0.10
H (2.6682, -4.1420, 3.7098)  0.09
H (2.8135, -4.4831, 1.9745)  0.08
H (1.7651, -3.1703, 2.5388)  0.05
H (3.6495, -2.1080, 4.7256)  0.09
H (2.7221, -1.1077, 3.5933)  0.07
H (4.4790, -0.9018, 3.7305)  0.06
H (5.0424, -4.0249, 3.8879)  0.08
H (6.0436, -2.8460, 3.0547)  0.06
H (5.3813, -4.2142, 2.1628)  0.07
H (2.5200, -3.8772, -0.9539)  0.06
H (3.3640, -5.6447, -2.4245)  0.10
H (5.8059, -6.0058, -2.6543)  0.09
H (7.3768, -4.5627, -1.3949)  0.10
H (6.5253, -2.7947, 0.0738)  0.10
H (6.5009, -1.0166, 2.3008)  0.08
H (8.1731, 0.6585, 1.7168)  0.10
H (7.7852, 2.2121, -0.1736)  0.10
H (5.6620, 2.0736, -1.4517)  0.10
H (4.0090, 0.3604, -0.8987)  0.04


No. 2
Density functional theory data (ωB97M-V/def2-TZVPD) for a 2-piece molecular cluster, C2H4NO2 overall in a non-equilibrium geometry.

Total charge   +1
ΔE to the lowest compared entry with this formula, charge and spin   120.05 kcal per mole
Highest occupied orbital energy (alpha / beta)   -14.1231 / -14.1264 eV

Last column: Löwdin charge in e.
Geometry (Å):
C (1.1972, 0.6963, 0.0443)  -0.11
C (0.8777, -0.7411, -0.2027)  -0.14
N (-3.1019, 0.0832, -0.2766)  0.52
O (-3.2870, -0.1411, 0.7785)  0.42
O (-0.0978, 0.2266, -0.1476)  -0.18
H (1.2418, 1.1836, 1.0698)  0.14
H (1.4852, 1.3898, -0.7534)  0.12
H (0.8714, -1.3056, -1.1691)  0.13
H (0.8135, -1.3918, 0.6568)  0.10


No. 3
Density functional theory data (ωB97M-V/def2-TZVPD) for C41H52AsBr2N3O7Si2Tc as an isolated structure in a non-equilibrium geometry.

ΔE to the lowest compared entry with this formula, charge and spin   30.43 kcal per mole
2S+1   4
Highest occupied orbital energy (alpha / beta)   -8.0003 / -7.9758 eV

Last column: Mulliken spin population.
Geometry (Å):
Tc (0.4467, 0.7441, 1.1481)  2.71
C (-5.6890, 1.1993, -2.9011)  0.00
C (-4.9641, -0.1136, -3.2349)  0.00
C (-4.8543, -0.2274, -4.7568)  0.00
C (-5.7881, -1.2992, -2.7112)  0.00
C (-3.5974, -0.1242, -2.5562)  0.01
C (-3.5031, 0.0501, -1.1819)  -0.02
C (-2.2605, 0.0115, -0.6055)  0.05
Br (-2.0907, 0.2964, 1.2976)  0.01
C (-1.0405, -0.2152, -1.2651)  0.06
O (0.0791, -0.2976, -0.5507)  0.07
C (-1.1352, -0.3477, -2.6696)  -0.01
C (-2.4055, -0.3034, -3.2463)  0.00
C (0.0455, -0.4410, -3.6529)  0.00
C (0.0466, 0.8528, -4.4880)  0.00
C (1.4205, -0.5646, -2.9974)  -0.01
C (-0.1334, -1.6535, -4.5801)  0.00
H (-6.6493, 1.2373, -3.4181)  0.00
H (-5.0912, 2.0558, -3.2175)  0.00
H (-5.8763, 1.2924, -1.8309)  0.00
H (-5.8502, -0.1904, -5.1993)  0.00
H (-4.3935, -1.1706, -5.0554)  0.00
H (-4.2751, 0.5997, -5.1717)  0.00
H (-6.7674, -1.3222, -3.1931)  0.00
H (-5.9403, -1.2286, -1.6332)  0.00
H (-5.2804, -2.2426, -2.9201)  0.00
H (-4.3730, 0.2117, -0.5585)  0.00
H (-2.4527, -0.4045, -4.3194)  0.00
H (0.1486, 1.7209, -3.8334)  0.00
H (-0.8810, 0.9646, -5.0496)  0.00
H (0.8791, 0.8432, -5.1942)  0.00
H (1.6189, 0.2836, -2.3471)  0.00
H (2.1898, -0.5842, -3.7717)  0.00
H (1.4962, -1.4897, -2.4241)  0.00
H (-1.0049, -1.5547, -5.2271)  0.00
H (-0.2418, -2.5709, -3.9987)  0.00
H (0.7440, -1.7576, -5.2204)  0.00
C (-0.0009, 0.2458, 5.5688)  0.00
O (0.0441, -0.4522, 4.3214)  0.00
C (0.1126, -1.8019, 4.4134)  0.01
C (-0.0674, -2.4879, 5.6040)  0.00
C (0.0940, -3.8664, 5.6247)  0.00
Br (-0.0644, -4.7816, 7.2770)  0.00
C (0.3459, -4.5760, 4.4797)  0.00
C (0.4471, -3.8998, 3.2574)  0.00
C (0.3818, -2.5142, 3.2368)  -0.03
O (0.5848, -1.8316, 2.0428)  0.06
C (0.5558, -4.7258, 2.0484)  0.00
N (0.8187, -6.0034, 2.0752)  0.00
C (0.7049, -6.4445, 0.7752)  0.00
C (0.8330, -7.7284, 0.2466)  0.00
C (0.6063, -7.8888, -1.1056)  0.00
C (0.2785, -6.8053, -1.9327)  0.00
C (0.1454, -5.5271, -1.4269)  0.00
C (0.3559, -5.3709, -0.0633)  0.00
N (0.2795, -4.2777, 0.7730)  0.00
H (-0.9953, 0.1749, 6.0161)  0.00
H (0.2328, 1.2787, 5.3508)  0.00
H (0.7495, -0.1501, 6.2545)  0.00
H (-0.3163, -1.9698, 6.5166)  0.00
H (0.4578, -5.6487, 4.4819)  0.00
H (1.1897, -2.3695, 1.5129)  0.00
H (1.0859, -8.5623, 0.8867)  0.00
H (0.6765, -8.8773, -1.5402)  0.00
H (0.1253, -6.9765, -2.9899)  0.00
H (-0.1174, -4.6884, -2.0596)  0.00
H (-0.0966, -3.3808, 0.5184)  0.00
O (6.8832, -1.5521, 1.0057)  0.00
C (6.6873, -0.3768, 1.3381)  0.00
O (7.3916, 0.5545, 1.7369)  0.00
C (5.1598, 0.0164, 1.2161)  0.02
C (4.3656, -0.6362, 0.2748)  0.00
C (3.0345, -0.3118, 0.1730)  0.02
N (2.4545, 0.5815, 1.0015)  -0.07
C (3.2170, 1.1815, 1.9458)  0.08
C (4.5681, 0.9525, 2.0592)  0.01
C (2.4119, 2.0340, 2.8885)  -0.02
O (2.9087, 2.6903, 3.7717)  0.02
O (1.1318, 1.9674, 2.6336)  0.03
H (4.8094, -1.3962, -0.3531)  0.00
H (2.3919, -0.7634, -0.5694)  0.01
H (5.1528, 1.4951, 2.7898)  0.00
C (-2.2425, 5.3487, 0.9174)  -0.01
Si (-0.9280, 4.3625, 1.8613)  0.02
C (0.3708, 5.5500, 2.5465)  0.01
C (-1.7462, 3.4697, 3.3157)  0.00
As (-0.0484, 2.9380, 0.1334)  -0.12
Si (1.9243, 4.0901, -0.5622)  0.06
C (2.7211, 2.9776, -1.8663)  0.00
C (3.2288, 4.6273, 0.6910)  0.01
C (1.1999, 5.6281, -1.3990)  -0.01
H (-2.6187, 6.1842, 1.5104)  0.00
H (-3.0882, 4.7110, 0.6521)  0.00
H (-1.8277, 5.7508, -0.0097)  0.00
H (-0.0682, 6.1477, 3.3490)  0.00
H (0.7334, 6.2330, 1.7771)  0.00
H (1.2196, 5.0027, 2.9612)  0.00
H (-2.6567, 3.9849, 3.6264)  0.00
H (-1.0659, 3.4519, 4.1661)  0.00
H (-2.0177, 2.4413, 3.0803)  0.00
H (3.2144, 2.1185, -1.4042)  0.00
H (3.4731, 3.5214, -2.4406)  0.00
H (1.9701, 2.6014, -2.5637)  0.00
H (3.5765, 3.8048, 1.3162)  0.00
H (2.8512, 5.4071, 1.3506)  0.00
H (4.0926, 5.0285, 0.1564)  0.00
H (0.3800, 5.3494, -2.0644)  0.00
H (1.9555, 6.1540, -1.9840)  0.00
H (0.8051, 6.3261, -0.6576)  0.00